1.
A molecular structure, C38H39N11O2Sr in a non-equilibrium geometry. Source: the Open Molecules 2025 dataset; level of theory: ωB97M-V/def2-TZVPD.

Output
Energy relative to the best compared isomer or geometry (same formula, charge and spin) ... 37.0 kcal/mol
F_max ... 3.60 eV/A
Frontier orbital gap ... 8.03 eV
Electronic energy ... -2254.58392 a.u.

```
! wB97M-V def2-TZVPD RIJCOSX def2/J DEFGRID3
* xyz 2 1
Sr -0.11 0.14 -0.09
C 1.63 0.15 -4.63
O 0.29 0.76 -4.54
C 0.01 0.91 -3.31
N 0.92 0.69 -2.43
C 2.18 0.49 -3.25
C 3.13 -0.47 -2.62
C 3.39 -0.30 -1.27
C 4.32 -1.02 -0.58
C 5.07 -1.98 -1.23
C 4.82 -2.13 -2.61
C 3.87 -1.40 -3.29
C -1.28 1.51 -2.95
C -2.28 1.88 -3.84
C -3.32 2.61 -3.41
C -3.37 3.04 -2.08
C -2.45 2.54 -1.21
N -1.40 1.78 -1.66
C -2.34 2.71 0.27
N -1.40 2.29 1.01
C -1.59 2.71 2.38
C -3.08 3.19 2.31
O -3.37 3.42 0.91
C -1.35 1.65 3.47
C -1.45 0.29 3.10
C -1.50 -0.65 4.15
C -1.32 -0.29 5.48
C -1.20 1.06 5.77
C -1.27 2.05 4.80
H 2.12 0.60 -5.47
H 1.47 -0.88 -4.83
H 2.66 1.51 -3.32
H 2.81 0.42 -0.69
H 4.38 -0.68 0.47
H 5.82 -2.62 -0.79
H 5.40 -2.84 -3.22
H 3.82 -1.54 -4.37
H -2.20 1.67 -4.88
H -3.86 3.13 -4.18
H -4.11 3.75 -1.71
H -0.96 3.51 2.59
H -3.21 4.12 2.85
H -3.80 2.38 2.64
H -1.58 -0.03 2.09
H -1.81 -1.67 3.89
H -1.29 -1.02 6.31
H -1.06 1.38 6.80
H -1.16 3.09 5.10
C 1.27 -3.60 -4.73
C 0.03 -3.11 -5.16
C -0.91 -2.58 -4.25
C -0.60 -2.60 -2.90
C 0.52 -3.17 -2.43
C 1.45 -3.71 -3.38
N -1.38 -1.93 -1.91
N -2.48 -1.60 -2.33
C -3.32 -0.96 -1.34
C -4.64 -0.90 -1.78
C -5.60 -0.33 -0.97
C -5.17 0.19 0.27
C -3.84 0.23 0.55
N -2.97 -0.39 -0.20
H 1.96 -3.99 -5.43
H -0.07 -3.00 -6.20
H -1.85 -2.21 -4.67
H 0.81 -3.29 -1.36
H 2.30 -4.20 -2.91
H -4.93 -1.27 -2.77
H -6.69 -0.28 -1.17
H -5.85 0.54 1.06
H -3.40 0.63 1.52
C 3.53 2.40 3.24
N 2.96 1.14 3.49
C 3.05 0.58 4.85
C 2.26 0.46 2.49
N 1.68 1.02 1.52
N 2.30 -0.90 2.73
C 1.31 -1.82 2.42
N 1.31 -2.83 3.34
N 0.40 -1.70 1.49
H 4.53 2.55 3.67
H 2.81 3.16 3.58
H 3.68 2.62 2.12
H 4.01 0.07 5.08
H 2.29 -0.19 5.00
H 2.98 1.27 5.66
H 1.62 1.99 1.70
H 3.05 -1.18 3.32
H 1.89 -2.82 4.16
H 0.88 -3.73 3.22
H -0.16 -2.52 1.46
*
```

---

2.
A molecular structure, C38H40BCoN8S2. Source: the Open Molecules 2025 dataset; level of theory: ωB97M-V/def2-TZVPD.

Output
Energy relative to the best compared isomer or geometry (same formula, charge and spin) ... 3.9 kcal/mol
F_max ... 0.80 eV/A
Frontier orbital gap (spin up / spin down) ... 6.94 / 6.91 eV
Electronic energy ... -4114.04851 a.u.

```
! wB97M-V def2-TZVPD RIJCOSX def2/J DEFGRID3
* xyz 1 2
Co -0.94 -0.10 0.27
C 0.25 1.81 3.32
C -0.83 2.65 2.62
C -0.39 3.44 1.35
C -2.05 1.81 2.37
C -3.27 1.92 3.04
C -4.06 0.91 2.53
N -3.35 0.25 1.61
N -2.12 0.79 1.50
B -3.69 -0.99 0.76
N -3.51 -0.60 -0.72
C -4.41 -0.68 -1.70
C -3.86 -0.13 -2.84
C -2.58 0.28 -2.47
N -2.37 -0.01 -1.18
C -1.65 0.99 -3.42
C -0.70 1.99 -2.78
C -0.89 0.03 -4.33
N -2.70 -2.09 1.16
C -2.94 -3.32 1.65
C -1.74 -3.87 2.04
C -0.77 -2.89 1.76
N -1.37 -1.82 1.22
C 0.68 -2.98 2.13
C 1.51 -3.74 1.09
C 1.30 -1.63 2.47
H 1.13 2.40 3.57
H -0.15 1.42 4.26
H 0.58 0.97 2.71
H -1.15 3.39 3.34
H 0.94 3.66 -0.27
H -1.18 3.35 0.60
H -0.35 4.51 1.58
H -3.53 2.64 3.79
H -5.07 0.62 2.75
H -4.82 -1.35 0.95
H -5.38 -1.10 -1.51
H -4.33 -0.02 -3.80
H -2.33 1.56 -4.06
H 0.14 1.49 -2.31
H -0.28 2.65 -3.54
H -1.20 2.63 -2.04
H -0.15 -0.55 -3.77
H -1.56 -0.67 -4.83
H -0.35 0.58 -5.10
H -3.95 -3.69 1.70
H -1.58 -4.83 2.50
H 0.70 -3.58 3.05
H 1.65 -3.14 0.19
H 2.50 -3.97 1.49
H 1.03 -4.68 0.80
H 1.31 -0.95 1.61
H 0.77 -1.15 3.29
H 2.34 -1.76 2.77
S 1.83 -4.59 -4.22
C 0.70 -5.80 -4.64
C -0.48 -5.65 -3.99
C -0.48 -4.53 -3.13
C 0.71 -3.85 -3.14
C 1.08 -2.65 -2.38
C 0.09 -1.98 -1.62
N 0.32 -0.88 -0.95
C 1.57 -0.33 -0.95
C 2.65 -0.99 -1.56
C 3.96 -0.50 -1.35
C 4.16 0.58 -0.54
C 3.07 1.29 0.02
C 3.25 2.42 0.93
C 2.25 3.23 1.29
C 0.89 3.04 0.64
N 0.71 1.63 0.24
C 1.78 0.89 -0.27
C 2.55 4.44 2.07
C 3.68 5.21 1.92
C 3.75 6.29 2.83
C 2.67 6.34 3.66
S 1.57 5.08 3.33
C 2.36 -2.15 -2.31
H 0.98 -6.57 -5.36
H -1.32 -6.31 -4.12
H -1.32 -4.25 -2.52
H -0.92 -2.37 -1.55
H 4.80 -1.02 -1.81
H 5.16 0.92 -0.33
H 4.25 2.58 1.32
H -0.15 1.63 -0.32
H 4.42 5.01 1.16
H 4.56 7.01 2.86
H 2.46 7.06 4.43
H 3.18 -2.66 -2.81
*
```

---

Question: What is the energy relative to the best compared isomer or geometry (same formula, charge and spin) in the second record?
Answer: 3.9 kcal/mol